{
  "formula": "C3H6O3P",
  "method": "ωB97M-V/def2-TZVPD",
  "species": ["C", "C", "C", "O", "O", "O", "P", "H", "H", "H", "H", "H", "H"],
  "coordinates": [[-3.16479, -0.01259, -0.43592], [-0.66924, -1.48319, 0.60072], [0.25103, 1.51602, -0.75239], [-3.42748, -1.03395, 0.17755], [-3.62476, 0.66731, -1.30417], [-1.48761, 0.88971, 1.88592], [-1.38014, 0.41938, 0.46883], [-0.54916, -1.48857, 1.68152], [-1.40909, -2.18421, 0.31419], [0.30266, -1.72275, 0.30476], [0.12978, 2.54700, -0.87175], [1.12803, 1.42192, -0.12496], [0.36911, 0.93427, -1.63556]],
  "atomic_forces_ev_per_a": [[1.34, -0.44, 1.06], [-0.80, 2.85, 1.37], [-1.28, -2.42, 2.65], [-0.78, -0.50, 0.14], [-0.54, 1.01, -1.12], [0.23, 0.38, -0.34], [2.02, -1.04, -1.26], [-0.46, -0.12, 0.36], [-0.62, -0.49, -0.43], [1.56, -0.08, -1.35], [-0.87, 1.49, -0.50], [0.26, -0.41, 0.26], [-0.05, -0.24, -0.83]],
  "total_energy_ev": -18640.465,
  "relative_energy_ev": 2.3457,
  "gap_ev": 7.923,
  "charge": -1,
  "e_homo_ev": -3.87
}